Record 1
The following is a quantum chemistry calculation of a molecular structure, C7H16AlFNO3 at a distorted geometry, from OMol25.

The geometry in XYZ format:
```
29
Properties=species:S:1:pos:R:3:forces:R:3
C -1.0093 -0.4258 0.5597 2.87 0.00 0.15
H -4.0897 -0.4204 -0.6761 -0.38 2.29 -0.30
O 0.4671 -1.4519 -1.2314 -2.19 1.69 1.52
H 3.7459 -1.5097 -0.5159 -0.60 0.29 1.52
H -3.7875 1.7990 1.4197 1.47 -1.61 -1.57
H -1.5090 -3.2021 -1.5578 0.53 1.21 1.55
C -0.9622 -1.3709 -0.7803 1.27 -1.04 -1.89
H 1.6047 1.0433 0.0138 -0.22 0.02 -0.28
H -3.6651 1.1790 -1.6878 -0.71 -1.06 2.14
C 4.1030 0.1343 0.6908 -0.60 0.40 0.03
N 3.3280 -1.1538 0.3960 0.49 1.47 -1.79
H -3.2002 -1.0338 1.2856 1.68 1.52 0.33
C -2.4281 -0.1557 1.3349 -0.21 1.55 -0.33
H -0.6033 0.6102 0.1278 -1.58 -1.69 0.57
H -5.1220 1.2503 -0.4886 1.77 -1.37 -0.51
O 0.1844 -0.8429 1.3683 -1.90 0.66 -1.70
H -2.3331 1.9419 0.2111 -1.24 -1.59 1.14
H 3.4400 1.1388 -1.3704 1.56 -0.30 1.74
Al 1.5284 -0.5678 0.0503 -1.37 -1.16 0.82
H 5.1228 -0.1708 1.1774 -1.72 0.93 -0.81
H 4.5748 2.2201 -0.3242 -0.48 -2.39 -0.46
O -1.3559 -2.8088 -0.6490 -0.66 1.15 -0.46
C -3.1273 1.1918 0.6332 -0.36 0.07 -0.39
C -4.0784 0.7509 -0.6678 0.45 0.53 0.73
H 3.4370 0.7729 1.4480 1.70 -1.39 -1.44
H -1.6554 -0.9483 -1.6483 1.50 -0.48 1.67
C 4.3396 1.0885 -0.6213 1.04 0.67 -0.65
F -2.2286 0.2044 2.7709 -0.23 -0.91 -2.80
H 5.2793 0.7374 -1.2685 -1.89 0.54 1.44
```
Positions in Å, forces in eV/Å.

## Properties
- largest force on an atom (eV Å⁻¹) = 3.16
- molar mass (g/mol) = 208.189
- gap between HOMO and LUMO (eV) = 8.22
- E (Eh) = -899.09318
- charge = -1
- ΔE to the lowest compared entry with this formula, charge and spin (kcal/mol) = 0.0
- lowest unoccupied orbital energy (eV) = 3.29
- 2S+1 = 1

***

Record 2
The following is a quantum chemistry calculation of a molecular structure, C20H41N2O2ReS5SbSi2 at a distorted geometry, from OMol25.

The geometry in XYZ format:
```
74
Properties=species:S:1:pos:R:3:forces:R:3
H -1.6588 -3.0310 4.3386 0.07 -0.01 0.03
C -2.4502 -1.0817 2.5276 0.19 0.14 -0.11
Re -0.1152 -0.2094 -0.0219 -0.41 -1.25 0.45
H 1.4268 -2.2009 -1.8168 -0.02 0.07 -0.09
S -0.8553 -0.2580 2.2392 0.02 0.61 -0.54
H 3.9498 1.9906 0.8490 0.03 0.06 0.05
O 0.1474 -0.7717 3.1561 0.33 -0.33 0.29
H 5.4650 -1.3076 1.9039 -0.02 -0.01 0.06
C -2.4814 -2.5970 2.3803 0.29 -0.15 0.06
H 2.4719 -3.0019 3.0111 -0.03 -0.05 0.03
C -1.6256 3.1042 4.5326 -0.03 -0.08 -0.08
S -2.6766 -0.3602 -2.2779 -0.33 -0.49 -0.56
H 1.2412 -2.6068 1.8303 -0.03 -0.01 0.10
H 3.0566 -0.4593 4.1779 0.01 -0.04 0.01
H 0.0035 -5.2086 -0.2978 -0.05 0.00 -0.08
H -0.9892 1.0613 4.7891 -0.06 -0.06 0.01
C -1.8622 -3.9907 -1.6244 -0.05 0.05 0.08
H 2.0901 1.8028 -2.6867 0.07 -0.01 0.01
C 2.6493 3.6594 0.3603 -0.09 0.01 -0.02
C 4.8268 0.0452 -2.3566 -0.22 -0.34 0.06
C 4.8067 -1.0928 1.0592 -0.44 0.13 -0.09
H 2.1438 0.7758 3.3353 -0.02 -0.01 0.03
C -1.6590 1.6274 4.1389 0.00 0.10 0.07
H -3.1472 -0.5874 1.8508 -0.10 0.06 0.03
Si 3.0508 -0.4589 -2.4249 -0.12 0.19 0.05
H 3.0199 -2.5530 -1.1425 0.12 0.01 -0.03
H -2.6751 1.2553 4.2728 0.04 -0.08 0.00
S -5.3814 -0.0059 0.0247 -0.46 0.26 -0.96
C 1.3588 4.0217 0.0127 0.18 -0.01 0.09
H 0.7319 -3.8525 0.4906 0.02 -0.05 0.03
H 2.7663 -3.4234 1.3352 0.05 0.04 -0.08
C 1.8148 -0.0629 0.5494 -0.78 -0.05 -0.05
Sb -6.2183 0.6520 -1.9485 0.88 -0.38 0.91
H -0.2702 1.9823 2.5248 0.04 -0.07 -0.10
N 0.0618 -4.2094 -0.1770 -0.03 0.32 0.13
N 0.6844 1.7615 0.0577 0.12 0.57 0.02
H -2.3087 -2.8741 1.3397 -0.10 0.03 -0.01
H 5.2036 0.2916 -3.3553 -0.17 0.04 -0.10
C -0.8255 -3.3957 -0.7260 -0.02 -0.53 -0.23
H 3.4106 4.4142 0.5031 0.00 0.03 -0.04
H 4.9221 -1.9205 0.3580 -0.03 -0.01 -0.04
C -1.2137 1.4593 2.6905 -0.25 -0.28 0.04
C 1.9497 1.3843 0.3917 -0.34 0.43 -0.26
H -2.8251 -3.9653 -1.1104 -0.01 0.02 0.02
C 2.9596 2.3123 0.5560 -0.04 -0.28 0.01
H -0.6453 3.2906 -0.3564 -0.02 -0.07 -0.04
H 5.1857 -0.1840 0.5913 0.04 0.05 0.04
C 3.0404 0.1621 3.2816 0.02 -0.17 -0.34
H -1.6313 -5.0208 -1.8830 -0.01 -0.01 0.00
H 2.6896 -2.8814 -2.8466 0.14 0.06 -0.07
H -3.5005 -2.9039 2.6239 -0.06 0.13 -0.10
H -1.9621 1.8143 1.9771 0.02 0.10 -0.02
S -2.2038 0.6374 -0.6059 0.91 0.64 0.81
H 1.6800 0.7976 -4.0668 0.03 -0.11 -0.04
S -4.0476 0.7526 -3.2802 -0.12 0.16 -0.01
C -1.5242 -3.3492 3.3054 -0.14 0.00 -0.10
H -1.7283 -4.4178 3.2606 -0.01 -0.01 0.00
H -1.9628 -3.3979 -2.5316 0.05 0.04 0.02
H -2.2675 3.7006 3.8834 -0.01 0.03 0.00
H 1.1012 5.0602 -0.1357 -0.06 0.01 -0.02
C 2.4955 -2.1840 -2.0261 0.08 0.31 -0.10
H -0.6125 3.5034 4.4800 0.02 0.03 0.03
H -0.4854 -3.1821 3.0332 0.06 -0.03 0.09
H -2.6656 -0.8018 3.5607 0.00 0.06 0.00
C 2.3184 -2.6680 1.9842 0.23 0.30 0.09
H 5.4594 -0.7510 -1.9635 -0.06 -0.04 0.02
H 3.9137 0.8149 3.3121 0.05 -0.02 -0.04
Si 3.0514 -0.9434 1.7515 -0.06 -0.46 0.34
H -1.9873 3.2177 5.5521 0.04 0.05 0.02
O -0.8129 -2.1569 -0.5126 0.62 0.60 0.14
H 4.9748 0.9373 -1.7433 -0.14 0.06 -0.02
C 0.3800 3.0357 -0.1200 -0.13 0.09 -0.05
H 0.7955 0.5977 -2.5505 0.02 -0.06 -0.14
C 1.7865 0.7951 -2.9773 0.28 -0.30 0.30
```
Positions in Å, forces in eV/Å.

## Properties
- largest force on an atom (eV Å⁻¹) = 1.39
- molar mass (g/mol) = 866.034
- gap between HOMO and LUMO (spin up / spin down) (eV) = 5.33 / 5.34
- E (Eh) = -3934.18865
- charge = +3
- ΔE to the lowest compared entry with this formula, charge and spin (kcal/mol) = 40.7
- lowest unoccupied orbital energy (spin up / spin down) (eV) = -10.34 / -10.33
- 2S+1 = 1

***

Record 3
The following is a quantum chemistry calculation of 3 unconnected molecules or ions with the total composition CH8O3 at a distorted geometry, from OMol25.

The geometry in XYZ format:
```
12
Properties=species:S:1:pos:R:3:forces:R:3
H -0.5883 1.3781 1.7047 0.82 -0.41 0.43
O -1.3546 1.2833 -1.5982 -0.35 0.30 0.40
H 0.3265 -0.7001 0.5554 -0.18 0.63 -0.09
C -0.0602 -0.4890 1.5613 0.14 -0.33 -0.13
H -0.5907 0.7660 -1.8464 0.49 -0.37 -0.20
H 0.5088 -1.1866 2.1762 -0.31 0.14 0.44
H 0.8807 -1.5486 -1.8144 -0.20 -0.43 -0.02
H -1.1828 1.5037 -0.6749 -0.06 0.03 -0.22
O 1.0361 -0.6108 -1.9004 0.67 0.35 0.04
O 0.1558 0.8349 2.0401 -0.60 0.35 -0.65
H 1.9974 -0.5229 -1.7812 -0.50 0.11 -0.08
H -1.1287 -0.7080 1.5780 0.08 -0.36 0.09
```
Positions in Å, forces in eV/Å.

## Properties
- largest force on an atom (eV Å⁻¹) = 1.01
- molar mass (g/mol) = 68.072
- gap between HOMO and LUMO (eV) = 10.97
- E (Eh) = -268.58800
- SMILES string = CO.O.O
- ΔE to the lowest compared entry with this formula, charge and spin (kcal/mol) = 8.5
- lowest unoccupied orbital energy (eV) = 0.45
- 2S+1 = 1

***

Record 4
The following is a quantum chemistry calculation of a single C6H11BO4 molecule, from OMol25.

The geometry in XYZ format:
```
22
Properties=species:S:1:pos:R:3:forces:R:3
B 0.3330 -0.9308 -0.2551 0.29 -0.20 -0.08
H -2.4987 -0.8212 -1.7442 0.06 0.12 0.17
C 0.1902 1.5548 1.6780 -0.21 0.26 0.19
H -1.0068 -0.1915 1.7852 0.16 -0.05 0.18
H -0.4778 -2.5675 0.4164 0.03 -0.06 -0.27
H 1.5539 -1.4664 1.5769 -0.15 0.01 -0.03
O -0.4219 -2.0742 -0.4115 -0.01 0.23 0.32
C 1.0852 -0.5979 1.1078 -0.04 0.40 -0.09
H 2.9256 0.4772 1.6928 -0.19 0.01 -0.02
O 1.4135 1.7709 1.1577 -0.01 0.01 -0.15
H -2.0258 0.6956 -0.9171 0.05 -0.09 -0.09
H 0.1961 -0.0636 3.0854 0.02 0.06 -0.16
C 2.1184 0.5399 0.9523 0.31 -0.27 0.09
H -0.2654 0.7713 -3.0004 0.05 -0.10 0.18
H 2.5776 0.5672 -0.0383 -0.18 0.10 0.09
O 0.4044 -0.0160 -1.2576 -0.31 -0.17 0.19
H -2.5406 0.7290 -2.5972 0.05 -0.15 0.11
C -0.5471 -0.0460 -2.3306 -0.02 0.05 -0.30
C 0.0297 0.0817 2.0119 -0.17 -0.08 -0.17
O -0.6129 2.4326 1.8360 0.30 -0.29 -0.01
C -1.9894 0.1369 -1.8579 -0.04 0.11 -0.23
H -0.4411 -0.9819 -2.8903 0.01 0.10 0.11
```
Positions in Å, forces in eV/Å.

## Properties
- largest force on an atom (eV Å⁻¹) = 0.42
- molar mass (g/mol) = 157.962
- gap between HOMO and LUMO (eV) = 10.56
- E (Eh) = -561.14898
- SMILES string = CCOB(O)[C@H]1COC(=O)C1
- ΔE to the lowest compared entry with this formula, charge and spin (kcal/mol) = 0.0
- lowest unoccupied orbital energy (eV) = 0.36
- 2S+1 = 1